[1]
Density functional theory data (ωB97M-V/def2-TZVPD) for C45H52AsN6O4P2PbSSe2 as an isolated structure.

Geometry as XYZ:
```
114
Properties=species:S:1:pos:R:3:forces:R:3:lowdin_charge:R:1
Pb -2.00118 1.85701 0.63979 -0.746 -0.131 0.377 1.314
Se 3.67626 -0.26393 4.68237 -0.552 0.066 -1.108 0.971
P 4.57234 0.29874 2.60454 -1.614 0.378 0.213 0.959
C 4.84086 2.02531 2.46106 0.459 1.133 1.056 -0.366
C 4.19565 2.92928 1.59068 0.319 -1.189 -0.332 -0.069
C 4.55601 4.25090 1.53821 1.473 -0.191 2.223 -0.026
C 5.49066 4.70999 2.52186 -0.782 -0.652 -0.302 0.008
C 6.08351 3.85033 3.49057 0.123 1.516 -1.238 -0.035
C 5.76756 2.51727 3.42666 -0.034 -0.823 0.218 -0.121
C 6.00065 -0.65338 2.20134 -1.404 0.103 0.396 -0.395
C 6.01185 -2.02015 2.33830 3.801 -1.033 -1.691 -0.044
C 7.21038 -2.65398 1.90249 -1.260 2.129 0.301 -0.016
C 8.29554 -1.95431 1.41212 0.022 0.776 0.963 -0.030
C 8.31815 -0.57668 1.46213 -0.878 0.088 -0.318 -0.023
C 7.11669 0.03794 1.81139 1.945 3.068 -0.293 -0.087
C 2.81488 -0.04566 2.11552 0.529 -0.073 -0.360 -0.332
C 1.73961 -0.18656 1.21146 1.646 -0.010 1.520 -0.410
N 0.68980 -0.50448 1.97063 -1.139 -0.361 -0.043 0.031
N 0.99055 -0.60641 3.22711 -0.062 0.529 0.792 0.047
N 2.26391 -0.26522 3.33279 0.667 -0.456 -0.234 -0.416
P 1.69037 -0.16425 -0.55540 -0.517 0.305 -1.569 0.599
Se 0.57029 1.49769 -1.34236 0.402 -0.639 -0.027 0.263
C 1.21026 -1.84126 -1.07823 -0.427 0.624 2.389 -0.336
C 1.36183 -2.82172 -0.11922 -0.841 -2.778 -2.842 -0.070
C 1.08933 -4.16839 -0.50718 0.241 0.646 0.585 -0.030
C 0.53382 -4.38754 -1.72825 -0.529 -0.061 -2.110 -0.070
C 0.21917 -3.36696 -2.64066 -0.109 -0.501 1.332 -0.047
C 0.56814 -2.11297 -2.25313 0.238 1.124 -1.460 -0.115
C 3.42924 -0.12146 -0.92781 -0.453 -0.424 0.242 -0.356
C 4.19032 -1.27614 -0.71914 -0.475 1.273 -0.710 -0.075
C 5.50641 -1.19317 -0.97470 3.222 -2.584 0.290 -0.104
C 6.14787 -0.06296 -1.35956 1.163 2.037 -0.182 -0.059
C 5.38863 1.07428 -1.52288 0.422 -0.181 -0.213 -0.056
C 4.02868 1.03703 -1.34944 -0.467 1.630 -0.203 -0.116
H 3.48058 2.61509 0.84637 -0.181 -0.489 0.084 0.091
H 4.09338 4.83238 0.77376 -0.001 0.812 -0.087 0.112
H 5.69863 5.75996 2.57352 0.294 0.363 -0.106 0.111
H 6.86929 4.27457 4.15928 -0.998 -0.571 -0.397 0.142
H 6.24224 1.83958 4.16490 -0.330 0.296 -0.594 0.127
H 5.33443 -2.69070 2.72968 -2.025 -0.677 0.886 0.095
H 7.36460 -3.65853 2.04534 -0.163 -2.383 0.212 0.096
H 9.21832 -2.42810 1.22398 0.713 -0.889 -0.507 0.117
H 9.23043 -0.03517 1.20380 -0.489 0.056 0.151 0.135
H 7.13847 1.16986 1.86853 -0.271 -1.564 -0.323 0.133
H 1.70807 -2.64524 0.81525 1.103 0.593 2.678 0.063
H 1.28613 -5.08586 0.05447 0.104 0.770 0.442 0.125
H 0.37640 -5.36448 -2.13000 -0.160 -0.807 0.389 0.111
H -0.34454 -3.54505 -3.54281 0.267 -0.165 -0.199 0.109
H 0.46326 -1.29912 -2.92991 -0.401 0.671 -0.572 0.084
H 3.83747 -2.23512 -0.50963 -1.053 -1.112 0.573 0.098
H 6.18014 -2.07276 -0.83711 -0.940 0.470 -0.102 0.137
H 7.24631 0.05892 -1.47131 -0.911 -0.638 -0.030 0.139
H 5.86243 1.97753 -1.80217 0.344 0.847 -0.313 0.110
H 3.47143 1.98057 -1.54693 0.123 -1.016 0.252 0.093
N -3.49953 1.79289 3.12199 0.559 -1.605 -0.372 -0.043
C -3.93583 3.14095 3.28979 -1.356 1.193 1.401 -0.189
C -4.18985 3.82237 1.94757 0.076 -0.598 0.647 -0.666
O -4.95053 4.73340 1.85011 -1.103 1.617 0.295 0.101
O -3.60441 3.33850 0.90149 1.018 -0.598 -0.699 -0.339
H -4.29445 1.15223 2.97810 0.682 0.377 0.358 0.098
H -2.90621 1.45857 3.88100 -0.517 -0.021 -0.160 0.093
H -3.22240 3.72230 3.90720 -0.081 -0.236 -0.620 0.140
H -4.89398 3.23232 3.89692 0.963 -0.117 -0.855 0.153
N -2.01581 -0.91124 -5.21278 0.455 -0.825 1.423 0.001
C -3.17422 -1.60305 -4.59450 0.112 0.926 0.458 -0.212
C -3.88420 -0.57436 -3.70028 0.505 1.168 -0.320 -0.133
N -2.90717 -0.03214 -2.64341 -1.596 0.660 -1.359 0.174
H -1.25671 -1.52359 -5.46098 -0.070 -0.070 -0.127 0.071
H -2.09961 0.14482 -3.21827 1.246 -0.216 -0.049 0.100
H -2.05390 -0.13542 -5.85271 -0.891 -0.188 -0.201 0.085
H -2.80428 -2.30635 -3.77579 -0.219 -0.005 -1.830 0.120
H -3.90996 -2.01271 -5.35520 0.854 0.030 1.206 0.142
H -4.76254 -0.90438 -3.21081 -0.635 -0.753 0.492 0.081
H -4.20359 0.27520 -4.29805 0.164 0.289 -0.042 0.125
H -3.16136 0.92345 -2.24562 0.088 -0.684 -0.102 0.096
H -2.75341 -0.68887 -1.88524 0.243 -0.026 0.237 0.095
O -3.14753 -0.30797 0.10623 0.443 0.830 -0.578 -0.733
S -4.39911 -1.03012 0.56993 -0.063 -1.542 -0.826 1.076
C -3.75437 -1.98664 1.93104 -0.059 0.013 -0.057 -0.417
C -4.55370 -2.99500 2.49123 -1.112 -0.139 -1.933 -0.092
C -4.18252 -3.57669 3.64655 1.203 0.780 1.587 -0.044
C -3.02193 -3.06286 4.31458 -0.974 -1.756 1.267 -0.055
C -2.14909 -2.22232 3.70096 0.254 1.731 -1.207 -0.067
C -2.52377 -1.61949 2.44954 0.220 -1.380 0.501 -0.080
C -4.68743 -2.37973 -0.73017 -1.157 2.220 1.217 -0.361
C -3.77261 -3.37183 -0.83599 1.126 -1.460 0.975 -0.106
C -4.03498 -4.44852 -1.68695 1.290 -2.227 -0.535 -0.056
C -5.16461 -4.36577 -2.48773 -0.960 -0.091 -0.229 -0.067
C -6.13180 -3.35985 -2.34002 2.281 0.707 1.081 -0.026
C -5.88948 -2.31223 -1.43455 1.846 -2.587 -0.732 -0.072
H -5.42572 -3.40918 1.91909 0.701 0.735 0.674 0.143
H -4.81297 -4.32019 4.09990 0.073 -0.239 0.172 0.119
H -2.83327 -3.42081 5.35510 0.018 0.242 -1.072 0.131
H -1.21759 -1.88065 4.17584 -0.481 -0.385 -0.225 0.095
H -1.80141 -1.09655 1.81794 -0.363 0.325 0.601 0.063
H -2.97135 -3.33217 -0.08150 -0.012 -0.427 -0.696 0.124
H -3.41476 -5.48989 -1.77035 -1.195 3.089 0.395 0.175
H -5.37726 -5.11310 -3.25041 0.186 -0.092 0.334 0.120
H -6.94414 -3.34895 -2.98812 -1.488 0.024 -0.839 0.099
H -6.48804 -1.48664 -1.35512 -1.764 1.792 0.349 0.086
C -2.89008 4.33000 -3.80598 2.035 -1.108 1.249 -0.172
As -3.17068 4.16550 -1.87612 -0.571 -0.100 -0.502 1.072
C -2.02806 5.36598 -0.87147 -1.984 -0.542 -0.682 -0.158
C -4.98260 4.67561 -1.51814 -0.104 -1.832 -0.245 -0.168
O -2.85169 2.51081 -1.48749 0.160 0.437 -0.321 -0.712
H -3.12218 5.28692 -4.16702 -0.205 1.542 -0.224 0.025
H -3.51191 3.64971 -4.33839 -0.459 -0.797 -0.216 0.024
H -1.80440 4.09816 -3.98834 -1.077 0.224 -0.012 0.064
H -2.09494 6.29811 -1.48246 1.031 -0.612 0.792 0.078
H -1.16421 4.73883 -0.72491 1.004 0.804 -0.131 0.020
H -2.60229 5.43469 0.05934 0.335 0.346 -0.103 0.037
H -5.29600 5.65758 -1.83915 0.171 0.169 -0.268 0.061
H -5.06627 4.54380 -0.44986 -0.270 0.256 0.345 0.004
H -5.55674 3.85004 -1.99957 0.016 0.826 0.213 0.064
```
Positions in Å, forces in eV/Å.

Calculated values
Orbital gap = 6.506 eV
E = -10686.907347 Ha
Max |F| = 4.29 eV/Å
ΔE to the lowest compared entry with this formula, charge and spin = 0.0 kJ/mol
HOMO level = -14.75 eV
Total charge = +3

---

[2]
Density functional theory data (ωB97M-V/def2-TZVPD) for one molecule with the formula C6H10N4O.

Geometry as XYZ:
```
21
Properties=species:S:1:pos:R:3:forces:R:3:nbo_charge:R:1
C -0.30239 -0.29624 -2.47201 0.742 -3.204 -1.924 -0.145
C -0.77492 -0.54146 -1.17605 -1.830 -0.774 -1.211 0.159
C -0.75081 0.80906 -0.62019 -0.251 -0.455 1.160 0.166
C -1.30363 1.19232 0.66733 -0.860 0.622 1.932 -0.434
C -0.69555 0.29954 1.83265 -1.076 0.684 -1.493 -0.304
C 2.63661 -0.02580 0.66766 1.206 -3.926 1.085 -0.233
N 0.23468 0.88813 -2.45628 1.210 0.686 -3.276 -0.151
N -0.19956 1.61431 -1.46178 -0.031 1.270 1.639 -0.268
N 0.67855 0.39008 1.83990 3.682 -0.488 -0.780 -0.053
N -1.49401 -1.67644 -0.71128 2.550 -0.417 1.699 -0.789
O 1.33057 -0.42902 0.83117 -4.216 0.004 2.350 -0.396
H -0.10366 -1.01284 -3.40144 -0.490 1.515 2.478 0.216
H -1.11361 2.22671 1.00746 -0.130 -0.265 -0.964 0.240
H -2.41030 1.00465 0.67490 0.840 0.182 0.082 0.235
H -1.00381 0.75649 2.79644 -0.260 -0.977 -0.517 0.235
H -1.04057 -0.65100 1.48049 -0.450 -1.137 1.095 0.203
H 3.38851 -0.85637 0.91734 -1.171 0.839 -0.428 0.165
H 2.79009 0.71536 1.32701 0.979 3.078 1.835 0.199
H 2.64142 0.19224 -0.31806 1.089 1.265 -3.197 0.191
H -1.62227 -2.37933 -1.41874 -0.190 0.143 -0.722 0.380
H -0.88536 -2.22039 -0.00650 -1.344 1.355 -0.843 0.384
```
Positions in Å, forces in eV/Å.

Calculated values
Orbital gap (alpha / beta) = 8.718 / 6.891 eV
E = -528.649037 Ha
Max |F| = 4.83 eV/Å
ΔE to the lowest compared entry with this formula, charge and spin = 612.9 kJ/mol
HOMO level (alpha / beta) = -8.79 / -8.60 eV

---

[3]
Density functional theory data (ωB97M-V/def2-TZVPD) for an isolated ion of composition C5H11IN and charge +1.

Geometry as XYZ:
```
18
Properties=species:S:1:pos:R:3:forces:R:3:nbo_charge:R:1
C 1.14687 -0.15023 0.80956 -0.199 -0.351 -0.169 -0.369
C -0.23619 0.40365 1.22015 0.130 -0.247 0.232 -0.597
C 0.93474 -1.50315 0.13166 0.531 0.112 0.225 -0.239
C -1.10953 0.69839 0.08118 -0.284 -0.968 -0.358 0.274
C -0.78081 1.73811 -0.89607 0.078 0.181 -0.354 -0.789
N 0.09287 -1.31650 -1.02418 -0.566 0.739 0.129 -0.767
I -3.01732 -0.10965 0.01832 0.479 0.378 0.135 0.423
H 1.64962 0.53137 0.12434 0.077 0.068 0.035 0.211
H 1.76454 -0.26274 1.69784 0.022 0.101 0.046 0.249
H -0.70345 -0.29461 1.91466 -0.033 0.142 0.006 0.250
H -0.04220 1.34789 1.74246 -0.174 0.165 -0.031 0.299
H 1.91870 -1.91564 -0.12345 -0.137 -0.068 0.037 0.223
H 0.44898 -2.19134 0.82493 0.023 -0.010 -0.046 0.210
H 0.28311 1.95884 -0.92087 0.070 -0.020 0.022 0.251
H -1.29911 2.66361 -0.61647 -0.090 -0.045 0.179 0.302
H -1.14712 1.49941 -1.89414 0.006 -0.057 0.048 0.279
H 0.58976 -0.98729 -1.84257 -0.021 -0.159 -0.024 0.389
H -0.49347 -2.11012 -1.24737 0.088 0.040 -0.113 0.400
```
Positions in Å, forces in eV/Å.

Calculated values
Orbital gap = 8.141 eV
E = -549.268179 Ha
Max |F| = 1.07 eV/Å
ΔE to the lowest compared entry with this formula, charge and spin = 90.0 kJ/mol
HOMO level = -13.72 eV
Total charge = +1

---

Q: max |F| of number 3 (C5H11IN)?
A: 1.07 eV/Å

---

Q: Among the records above, which one has the highest max |F|?
A: C6H10N4O